[1]
Molecular formula: C5H15NO2
Method: DFT, the ωB97M-V functional and the def2-TZVPD basis

```
23
Properties=species:S:1:pos:R:3:nbo_charge:R:1
C 2.050 1.212 1.687 -0.6278
C 1.188 1.056 0.409 -0.0370
C -0.317 0.990 0.729 -0.4594
C -1.198 1.485 -0.352 -0.1550
C -2.122 0.821 -1.019 -0.4062
N 1.562 -0.082 -0.405 -0.8525
H 3.072 1.101 1.336 0.2080
H 1.911 2.158 2.236 0.2125
H 1.786 0.519 2.488 0.2036
H 1.374 2.008 -0.175 0.1826
H -0.557 1.583 1.643 0.2100
H -0.576 -0.069 1.011 0.2266
H -0.854 2.483 -0.669 0.1809
H -2.885 1.079 -1.769 0.2077
H -2.220 -0.214 -0.732 0.1799
H 2.263 0.167 -1.086 0.3666
H 1.884 -0.888 0.110 0.3550
H -0.684 -2.514 0.248 0.4672
H -1.156 -3.053 1.619 0.4747
O -1.354 -2.407 0.934 -0.9382
H -0.566 -2.700 -2.198 0.4571
H -1.723 -2.144 -2.942 0.4682
O -0.876 -2.588 -3.102 -0.9244
```

Values from the calculation:
total energy: -404.69075 a.u.
strongest force on any atom: 2.0 eV/Å
ΔE to the lowest compared entry with this formula, charge and spin: 40.4 kcal per mole
HOMO level: -9.238 eV
gap between HOMO and LUMO: 9.70 eV
structure (SMILES): C=CC[C@@H](C)N.O.O



[2]
Molecular formula: C14H18F9IrN6OS
Method: DFT, the ωB97M-V functional and the def2-TZVPD basis

```
50
Properties=species:S:1:pos:R:3:lowdin_spin:R:1
Ir 0.087 -0.282 0.006 0.3327
C 1.275 3.645 -1.389 0.0026
C 1.174 2.261 -0.870 0.0286
N 0.045 1.644 -0.668 0.0084
N -1.101 2.333 -0.967 0.1146
C -2.165 1.590 -0.949 0.0284
N -3.355 2.064 -1.287 -0.0243
S -2.122 -0.129 -0.493 0.3552
C 2.370 1.456 -0.596 0.0087
C 3.667 1.890 -0.756 0.0038
C 4.714 0.986 -0.573 0.0055
C 4.427 -0.324 -0.239 0.0111
C 3.103 -0.698 -0.050 0.0010
N 2.108 0.180 -0.227 0.0352
H 0.324 3.995 -1.772 0.0000
H 2.031 3.701 -2.172 0.0009
H 1.592 4.306 -0.576 0.0012
H -3.435 3.022 -1.597 -0.0008
H -4.179 1.486 -1.312 0.0007
H 3.867 2.918 -1.025 0.0000
H 5.738 1.310 -0.706 0.0001
H 5.207 -1.063 -0.118 0.0007
H 2.833 -1.703 0.235 -0.0002
F -2.048 -3.471 1.556 0.0006
C -1.551 -3.699 0.327 0.0037
F -1.835 -4.922 -0.052 0.0024
F -2.127 -2.821 -0.495 0.0025
C -0.011 -3.463 0.352 0.0075
O 0.240 -2.118 0.580 0.0647
C 0.633 -4.196 1.576 0.0005
F 0.315 -3.515 2.715 0.0002
F 1.958 -4.165 1.478 0.0003
F 0.215 -5.430 1.700 -0.0002
C 0.637 -3.934 -0.990 0.0000
F 0.763 -5.241 -1.035 -0.0002
F -0.092 -3.506 -2.014 0.0000
F 1.852 -3.369 -1.104 0.0005
N -1.634 -0.156 5.104 0.0000
C -0.857 0.793 4.215 -0.0011
C -1.084 0.570 2.712 0.0007
N 0.000 -0.216 2.055 -0.0004
H -1.454 0.055 6.093 0.0000
H -1.392 -1.142 4.967 0.0000
H -2.647 -0.064 4.970 0.0000
H 0.190 0.696 4.503 0.0001
H -1.183 1.794 4.491 -0.0001
H -1.151 1.539 2.222 -0.0005
H -2.024 0.053 2.517 0.0027
H -0.076 -1.231 2.219 -0.0004
H 0.923 0.068 2.391 0.0025
```

Values from the calculation:
total energy: -2348.38156 a.u.
strongest force on any atom: 2.4 eV/Å
2S+1: 2
ΔE to the lowest compared entry with this formula, charge and spin: 36.0 kcal per mole
HOMO level (spin up / spin down): -18.175 / -17.903 eV
gap between HOMO and LUMO (spin up / spin down): 6.52 / 5.03 eV
net charge: +3



[3]
Molecular formula: C21H23IrN6OS2
Method: DFT, the ωB97M-V functional and the def2-TZVPD basis

```
54
Properties=species:S:1:pos:R:3:lowdin_spin:R:1
Ir -0.262 -1.051 -0.302 0.6165
N -2.220 0.392 3.502 0.0017
C -1.695 0.244 2.270 0.0059
S -0.954 -1.290 1.937 0.0017
N -1.789 1.245 1.446 0.0035
N -1.233 1.043 0.203 0.0735
C -1.451 2.050 -0.563 0.0046
C -1.007 2.185 -1.951 0.0004
C -1.231 3.380 -2.627 -0.0010
C -0.783 3.488 -3.935 0.0000
C -0.130 2.408 -4.508 -0.0008
C 0.044 1.259 -3.747 0.0010
N -0.388 1.140 -2.500 0.0036
H -2.266 -0.385 4.135 -0.0001
H -2.712 1.241 3.723 0.0005
H -2.013 2.872 -0.131 0.0029
H -1.740 4.199 -2.138 0.0001
H -0.939 4.400 -4.495 0.0000
H 0.239 2.453 -5.523 0.0000
H 0.557 0.400 -4.168 0.0003
C 2.123 0.803 -0.598 -0.0007
N 1.752 -0.385 0.196 -0.0042
C 1.980 -0.075 1.623 -0.0001
C 2.632 -1.525 -0.187 0.0025
C 1.976 -2.805 0.232 0.0143
C 2.678 -3.951 0.575 -0.0018
C 1.988 -5.113 0.890 0.0183
C 0.601 -5.129 0.866 -0.0012
C -0.111 -3.982 0.538 0.0180
C 0.580 -2.822 0.214 0.0121
H 3.162 1.078 -0.394 -0.0002
H 1.474 1.633 -0.327 -0.0001
H 1.998 0.588 -1.656 -0.0001
H 3.014 0.258 1.752 -0.0001
H 1.802 -0.956 2.232 0.0001
H 1.303 0.716 1.941 0.0000
H 3.625 -1.390 0.250 0.0002
H 2.736 -1.510 -1.273 0.0010
H 3.761 -3.936 0.597 -0.0005
H 2.536 -6.006 1.161 0.0009
H 0.065 -6.035 1.115 -0.0002
H -1.192 -3.999 0.542 0.0026
O 0.424 -1.455 -2.182 0.1174
N -0.468 -1.999 -3.025 0.0079
C 0.019 -2.360 -4.241 -0.0083
C -0.808 -2.887 -5.183 0.0065
C -2.168 -3.054 -4.878 -0.0067
C -2.632 -2.700 -3.642 0.0039
C -1.759 -2.166 -2.675 0.0007
S -2.277 -1.761 -1.089 0.1039
H 1.078 -2.191 -4.363 -0.0006
H -0.405 -3.169 -6.144 0.0006
H -2.841 -3.469 -5.614 -0.0004
H -3.668 -2.826 -3.363 0.0000
```

Values from the calculation:
total energy: -2118.29899 a.u.
strongest force on any atom: 0.5 eV/Å
2S+1: 2
ΔE to the lowest compared entry with this formula, charge and spin: 4.0 kcal per mole
HOMO level (spin up / spin down): -10.794 / -10.763 eV
gap between HOMO and LUMO (spin up / spin down): 7.88 / 6.05 eV
net charge: +1



[4]
Molecular formula: C4H7NO
Method: DFT, the ωB97M-V functional and the def2-TZVPD basis

```
13
Properties=species:S:1:pos:R:3:nbo_charge:R:1
C 1.960 0.151 0.831 -0.2564
O 1.557 -0.546 -0.333 -0.7258
C -1.074 0.362 -1.451 -0.2600
C -1.910 -0.234 -0.601 -0.3540
C -1.850 0.014 0.815 0.2518
N -1.795 0.189 1.960 -0.3149
H 2.526 1.024 0.495 0.1804
H 1.103 0.496 1.426 0.1750
H 2.610 -0.459 1.472 0.1660
H -0.318 1.063 -1.114 0.2215
H -1.110 0.140 -2.513 0.2096
H 0.963 -1.254 -0.058 0.4657
H -2.662 -0.947 -0.929 0.2411
```

Values from the calculation:
total energy: -286.55148 a.u.
strongest force on any atom: 1.1 eV/Å
ΔE to the lowest compared entry with this formula, charge and spin: 50.3 kcal per mole
HOMO level: -10.271 eV
gap between HOMO and LUMO: 10.72 eV
structure (SMILES): C=CC#N.CO



[5]
Molecular formula: CH2Br2S
Method: DFT, the ωB97M-V functional and the def2-TZVPD basis

```
6
Properties=species:S:1:pos:R:3:nbo_charge:R:1
C 0.231 0.840 -0.807 -0.3999
S -0.420 -0.674 0.957 -0.1750
Br 1.184 -0.277 -1.948 0.1212
Br 1.197 2.334 -0.163 0.1327
H -0.625 1.108 -1.315 0.1804
H -1.375 0.358 1.118 0.1406
```

Values from the calculation:
total energy: -5585.43459 a.u.
strongest force on any atom: 4.4 eV/Å
ΔE to the lowest compared entry with this formula, charge and spin: 36.4 kcal per mole
HOMO level: -9.566 eV
gap between HOMO and LUMO: 8.33 eV



Q: Which formula does entry 1 have?
A: C5H15NO2